Record 1
{"formula": "C51H40N2O4P2Rh", "method": "ωB97M-V/def2-TZVPD", "s_squared": 6.085, "multiplicity": 5, "charge": 1, "energy_ev": -86284.9097, "molar_mass_da": 909.7, "elements": ["Rh", "P", "P", "O", "O", "O", "O", "N", "N", "C", "C", "C", "C", "C", "C", "C", "C", "C", "C", "C", "C", "C", "C", "C", "C", "C", "C", "C", "C", "C", "C", "C", "C", "C", "C", "C", "C", "C", "C", "C", "C", "C", "C", "C", "C", "C", "C", "C", "C", "C", "C", "C", "C", "C", "C", "C", "C", "C", "C", "C", "H", "H", "H", "H", "H", "H", "H", "H", "H", "H", "H", "H", "H", "H", "H", "H", "H", "H", "H", "H", "H", "H", "H", "H", "H", "H", "H", "H", "H", "H", "H", "H", "H", "H", "H", "H", "H", "H", "H", "H"], "coordinates": [[0.243, -0.502, -0.031], [2.431, 0.374, -0.333], [-1.804, 0.637, -0.453], [1.117, -0.583, 2.021], [-0.525, -3.490, -3.750], [-0.212, -2.117, -1.351], [0.529, 2.264, -1.240], [-0.838, -1.567, 2.573], [-0.930, -1.952, 1.324], [-1.883, -3.475, -0.291], [0.194, -0.153, 4.178], [-1.808, 2.330, -1.142], [0.192, -0.775, 2.853], [2.468, 2.029, 1.859], [-3.560, -0.191, 1.558], [-3.051, -5.075, -1.673], [-2.916, 2.123, 1.647], [3.229, 1.131, 1.113], [3.696, -1.407, -2.108], [5.083, 1.482, 2.592], [1.366, 0.862, 6.005], [-4.378, 1.213, 3.323], [0.885, -3.408, -3.646], [3.014, 2.642, 2.971], [3.997, 1.853, -2.180], [-3.027, 2.971, -1.326], [-3.680, 2.285, 2.789], [-2.874, 0.887, 1.000], [1.676, 2.479, -1.960], [-2.740, -0.233, -1.751], [-2.035, -0.399, -2.945], [4.541, 0.858, 1.481], [-1.022, 0.101, 4.806], [4.254, -2.639, -2.406], [4.196, -3.247, -0.082], [3.065, 3.544, -3.597], [-1.874, 5.026, -1.729], [-1.037, 0.741, 6.029], [1.821, 3.374, -3.012], [-3.060, 4.313, -1.650], [-4.029, -0.736, -1.640], [-1.701, -2.941, 1.011], [4.324, 2.371, 3.336], [3.406, -1.085, -0.783], [2.753, 1.659, -1.596], [-0.653, 4.390, -1.590], [-2.228, -4.748, -2.749], [0.155, 1.118, 6.631], [-1.049, -3.074, -1.395], [3.639, -2.022, 0.228], [-2.611, -1.063, -4.010], [-0.611, 3.018, -1.357], [1.392, 0.222, 4.780], [-1.231, -3.803, -2.633], [-4.310, -0.027, 2.708], [4.159, 2.815, -3.163], [-3.893, -1.576, -3.888], [-4.598, -1.409, -2.709], [-2.866, -4.458, -0.460], [4.502, -3.559, -1.399], [-2.059, -1.201, -4.927], [-2.238, -3.436, 1.819], [1.439, 2.219, 1.577], [0.979, 3.934, -3.386], [-4.960, 1.342, 4.223], [4.923, -4.524, -1.639], [4.480, -2.898, -3.429], [2.288, 1.166, 6.476], [-3.941, 2.406, -1.203], [0.257, 4.967, -1.637], [4.832, 1.245, -1.864], [4.385, -3.967, 0.700], [-1.024, -0.014, -3.020], [-1.938, -0.183, 4.309], [-1.896, 6.090, -1.905], [-3.483, -4.721, 0.387], [-4.833, -0.872, 3.127], [1.306, -4.417, -3.597], [-3.726, 3.254, 3.263], [0.141, 1.628, 7.583], [2.323, 0.004, 4.277], [-4.595, -0.601, -0.731], [-3.491, -1.164, 1.095], [3.355, -1.781, 1.244], [5.134, 0.153, 0.917], [3.475, -0.706, -2.904], [-3.809, -5.831, -1.792], [-2.361, 2.966, 1.262], [-4.005, 4.808, -1.795], [-5.597, -1.807, -2.616], [2.419, 3.323, 3.562], [-1.976, 0.955, 6.515], [5.130, 2.983, -3.601], [6.102, 1.268, 2.878], [-4.343, -2.105, -4.714], [1.210, -2.827, -2.781], [-2.345, -5.237, -3.704], [4.759, 2.849, 4.202], [3.170, 4.258, -4.399], [1.218, -2.925, -4.560]], "atomic_forces_ev_per_a": [[-0.09, -0.73, 0.45], [1.14, 0.80, -0.36], [-0.86, 0.57, -0.23], [0.30, 0.15, 0.04], [-0.59, 0.11, 0.33], [-0.31, -0.55, -0.28], [-0.02, 0.37, -0.07], [-1.41, -1.03, 0.94], [1.21, 1.23, -0.66], [0.17, 0.34, 0.56], [0.10, 0.09, 0.25], [0.58, -0.31, 0.08], [-0.03, -0.13, -0.54], [0.04, -0.09, -0.08], [0.09, 0.09, -0.08], [-0.11, 0.14, 0.67], [0.04, -0.06, -0.11], [-0.12, -0.14, 0.06], [-0.02, 0.12, 0.13], [0.10, 0.05, 0.10], [0.07, -0.01, 0.07], [0.00, 0.00, -0.03], [0.56, -0.08, 0.06], [0.00, 0.11, -0.03], [-0.19, 0.10, -0.05], [0.19, 0.10, -0.13], [0.00, 0.02, 0.14], [0.15, -0.19, 0.03], [0.51, -0.14, -0.28], [0.09, -0.08, 0.13], [-0.04, 0.06, 0.13], [-0.16, -0.01, -0.12], [0.08, 0.02, -0.07], [-0.01, -0.15, -0.06], [0.03, -0.09, -0.03], [-0.02, -0.12, 0.06], [0.02, -0.11, -0.01], [-0.04, 0.07, 0.11], [-0.25, 0.04, 0.08], [-0.14, 0.00, 0.06], [0.11, 0.11, 0.09], [-0.61, -0.78, 0.21], [0.07, -0.03, -0.02], [-0.12, -0.02, -0.04], [-0.51, -0.28, 0.20], [0.27, -0.03, 0.09], [0.86, 0.55, -0.41], [0.01, 0.07, -0.04], [0.36, 0.40, -0.37], [-0.05, 0.17, -0.09], [0.03, 0.03, -0.08], [-0.69, 0.06, -0.03], [-0.14, -0.03, -0.17], [-0.25, -0.42, -0.49], [-0.05, -0.02, 0.07], [0.16, -0.01, -0.02], [-0.04, 0.00, 0.03], [-0.09, -0.09, -0.06], [-0.24, -0.30, -0.14], [0.02, 0.01, 0.04], [0.06, 0.01, -0.06], [-0.07, 0.10, 0.10], [-0.03, 0.03, 0.05], [-0.02, 0.04, 0.03], [-0.07, 0.01, 0.05], [0.05, -0.04, -0.03], [0.03, 0.03, -0.11], [0.10, -0.01, 0.05], [-0.09, 0.03, 0.04], [0.10, 0.02, -0.04], [0.10, -0.05, 0.00], [0.00, -0.05, 0.07], [0.04, -0.01, -0.10], [-0.08, -0.06, 0.02], [0.02, 0.10, -0.04], [-0.01, -0.03, 0.06], [-0.07, -0.07, 0.05], [0.03, 0.04, 0.00], [0.02, 0.04, 0.06], [-0.01, 0.00, 0.07], [0.09, 0.05, -0.03], [-0.07, 0.01, 0.06], [-0.09, -0.07, 0.00], [0.04, -0.05, 0.10], [0.04, -0.02, -0.04], [0.04, 0.00, 0.01], [-0.12, -0.07, 0.00], [-0.02, 0.02, -0.04], [-0.13, 0.09, -0.03], [-0.10, -0.02, 0.00], [-0.06, 0.06, 0.03], [-0.10, 0.01, 0.05], [0.10, -0.01, -0.06], [0.08, -0.01, 0.03], [-0.05, -0.06, -0.09], [-0.04, -0.11, -0.20], [-0.01, -0.02, -0.11], [0.00, 0.04, 0.08], [0.03, 0.05, -0.06], [0.08, 0.00, -0.03]]}



Record 2
{"formula": "C40H60BrClN4O3SeSiY", "method": "ωB97M-V/def2-TZVPD", "charge": 1, "energy_ev": -211390.9825, "de_lowest_kcal_mol": 17.6, "molar_mass_da": 956.3, "elements": ["Y", "Br", "Se", "Cl", "Si", "O", "O", "O", "N", "N", "N", "N", "C", "C", "C", "C", "C", "C", "C", "C", "C", "C", "C", "C", "C", "C", "C", "C", "C", "C", "C", "C", "C", "C", "C", "C", "C", "C", "C", "C", "C", "C", "C", "C", "C", "C", "C", "C", "C", "C", "C", "C", "H", "H", "H", "H", "H", "H", "H", "H", "H", "H", "H", "H", "H", "H", "H", "H", "H", "H", "H", "H", "H", "H", "H", "H", "H", "H", "H", "H", "H", "H", "H", "H", "H", "H", "H", "H", "H", "H", "H", "H", "H", "H", "H", "H", "H", "H", "H", "H", "H", "H", "H", "H", "H", "H", "H", "H", "H", "H", "H", "H"], "coordinates": [[-0.213, 0.052, -0.103], [2.810, -0.290, -1.410], [-1.316, -2.790, 0.757], [3.569, 2.503, 6.016], [4.753, -0.143, -2.686], [1.667, -2.196, 1.540], [-0.802, 0.027, 2.215], [1.155, 1.384, 0.816], [-0.672, 1.826, -1.964], [-1.690, 2.129, 0.572], [-0.444, -0.904, -2.498], [-2.546, -0.043, -0.907], [-3.727, -3.778, 4.728], [2.819, 2.168, 4.496], [7.363, -1.273, -2.405], [-0.374, 0.088, -3.599], [5.470, -2.888, -2.335], [-1.704, -1.668, -2.493], [-3.058, 1.633, 0.754], [-2.412, -4.196, 4.565], [1.714, 1.360, 4.428], [3.348, 2.735, 3.331], [-4.302, -3.046, 3.702], [1.105, 1.090, 3.186], [6.393, 2.086, -3.437], [-0.280, -4.448, 3.325], [-4.495, -4.123, 5.969], [-4.788, 0.748, -0.878], [-0.087, 0.296, 3.193], [1.652, 1.641, 1.986], [5.925, -1.446, -0.385], [0.129, 1.453, -3.124], [3.195, -1.697, -4.555], [-1.676, -3.907, 3.422], [-5.109, -0.108, -1.918], [-3.485, 0.754, -0.396], [2.779, 2.483, 2.108], [-4.287, -1.918, 1.489], [-2.838, -0.844, -1.938], [5.384, -0.849, -5.389], [5.918, -1.477, -1.921], [-4.118, -0.906, -2.468], [0.904, -1.942, 0.711], [-1.570, 3.310, -0.305], [5.962, 1.816, -1.002], [-0.456, 3.127, -1.337], [-3.601, -2.734, 2.544], [5.336, 1.677, -2.400], [4.179, 2.687, -2.463], [3.457, 0.688, -5.115], [-2.279, -3.165, 2.399], [4.179, -0.519, -4.494], [-1.292, 2.338, 1.478], [3.088, 0.410, -6.105], [6.202, 2.867, -0.824], [-1.651, 1.777, -2.234], [-3.945, -3.831, 6.865], [-3.067, 1.026, 1.665], [6.752, 3.091, -3.209], [0.245, -0.280, -4.419], [6.115, -3.618, -1.842], [-5.365, -1.915, 1.643], [0.526, 3.126, -0.858], [6.126, -0.050, -5.393], [-0.489, 3.952, -2.060], [5.042, -0.984, -6.417], [5.991, 2.108, -4.450], [0.326, -1.559, -2.604], [7.453, -1.300, -3.492], [2.922, -1.878, -5.597], [7.988, -2.074, -2.006], [-4.075, -2.300, 0.490], [-1.962, -2.037, -3.491], [-1.384, 0.217, -4.000], [6.889, 1.253, -0.907], [-4.668, -5.199, 6.028], [-2.520, 3.449, -0.831], [-5.529, 1.404, -0.444], [1.299, 0.929, 5.330], [4.580, 3.688, -2.286], [3.676, 2.706, -3.429], [0.376, -3.805, 2.746], [7.782, -0.331, -2.051], [-5.327, -2.708, 3.800], [-0.389, -0.096, 4.175], [1.177, 1.411, -2.826], [-6.115, -0.138, -2.312], [4.927, -1.585, 0.037], [-1.940, -4.773, 5.353], [-0.286, -5.429, 2.843], [0.045, 2.175, -3.948], [2.598, 0.998, -4.516], [-1.398, 4.219, 0.276], [6.342, -0.524, 0.017], [6.549, -2.268, -0.028], [5.553, -3.061, -3.408], [3.603, -2.623, -4.153], [-1.570, -2.535, -1.839], [-3.781, 2.445, 0.890], [5.879, -1.773, -5.089], [3.197, 2.910, 1.206], [7.257, 1.421, -3.427], [-4.329, -1.563, -3.300], [2.278, -1.469, -4.006], [4.113, 1.547, -5.245], [-5.463, -3.625, 5.986], [4.445, -3.095, -2.024], [4.218, 3.373, 3.404], [0.147, -4.571, 4.320], [3.437, 2.490, -1.686], [5.276, 1.491, -0.218], [-3.940, -0.884, 1.528]], "atomic_forces_ev_per_a": [[-1.65, 0.39, -0.27], [0.36, -0.13, -0.14], [-0.21, -0.24, 0.04], [0.06, 0.02, 0.13], [0.23, 0.10, -0.12], [-0.44, -0.23, -0.45], [0.25, 0.03, 0.15], [0.24, 0.17, -0.07], [0.12, -0.17, 0.17], [0.04, -0.07, -0.04], [0.16, -0.04, 0.08], [-0.09, 0.04, -0.12], [0.09, 0.01, -0.06], [-0.15, -0.12, 0.02], [-0.06, 0.17, -0.09], [0.06, 0.22, 0.04], [-0.07, 0.08, -0.01], [-0.05, -0.18, -0.04], [-0.06, 0.08, 0.14], [-0.08, 0.06, 0.01], [0.13, 0.10, -0.06], [-0.05, -0.04, -0.01], [0.02, -0.05, 0.03], [0.28, 0.24, -0.29], [-0.03, -0.16, -0.08], [0.11, -0.02, -0.01], [-0.03, -0.02, 0.06], [0.09, 0.00, 0.02], [-0.09, -0.13, -0.15], [0.16, 0.02, 0.46], [-0.09, 0.08, 0.03], [-0.01, -0.01, -0.14], [0.00, 0.00, 0.11], [0.02, 0.01, -0.06], [0.04, 0.00, 0.03], [-0.16, 0.07, -0.02], [-0.11, -0.10, -0.05], [-0.06, 0.03, -0.05], [-0.08, -0.02, -0.14], [0.08, -0.01, 0.14], [-0.15, 0.03, -0.05], [0.07, -0.01, 0.04], [1.35, -0.12, 0.83], [0.10, 0.00, -0.13], [-0.04, -0.08, -0.04], [-0.03, 0.18, 0.01], [0.06, 0.06, -0.09], [-0.12, -0.07, 0.09], [-0.05, -0.09, 0.01], [0.02, -0.01, 0.15], [0.04, 0.16, -0.02], [-0.08, 0.05, 0.10], [0.01, -0.04, 0.00], [-0.02, -0.03, -0.06], [0.00, 0.07, -0.01], [0.01, -0.08, 0.04], [-0.01, -0.01, 0.02], [0.00, 0.05, -0.05], [0.01, 0.05, 0.03], [0.01, 0.00, 0.02], [0.04, -0.04, 0.04], [-0.03, 0.01, 0.01], [-0.04, 0.02, -0.01], [0.04, 0.01, -0.01], [0.02, -0.03, 0.04], [-0.03, 0.00, -0.04], [0.03, 0.00, -0.02], [-0.02, -0.01, 0.03], [0.01, 0.01, -0.01], [0.00, -0.01, -0.07], [0.01, -0.07, 0.03], [-0.02, 0.02, -0.03], [-0.01, 0.06, 0.03], [0.01, -0.01, 0.01], [-0.02, 0.03, 0.01], [-0.02, -0.01, 0.02], [0.03, -0.02, -0.01], [-0.01, 0.02, 0.02], [-0.01, -0.02, 0.04], [0.04, 0.04, 0.00], [-0.01, -0.01, 0.01], [0.00, 0.02, 0.00], [0.03, 0.00, -0.02], [-0.04, 0.01, 0.00], [-0.12, 0.04, -0.01], [-0.03, -0.01, -0.02], [-0.02, 0.00, 0.00], [0.03, 0.00, 0.00], [0.02, -0.01, 0.02], [0.02, 0.00, -0.04], [0.00, -0.04, 0.03], [0.00, 0.02, -0.01], [-0.01, -0.03, -0.01], [-0.05, -0.08, 0.00], [0.04, -0.05, 0.01], [0.00, 0.01, -0.01], [-0.02, 0.03, -0.01], [-0.05, 0.02, -0.06], [0.01, -0.06, 0.00], [0.03, 0.00, -0.01], [-0.01, -0.01, -0.03], [0.03, -0.01, -0.03], [0.01, -0.01, -0.02], [0.00, -0.02, 0.00], [-0.01, 0.02, 0.01], [-0.01, 0.00, 0.01], [-0.03, -0.02, 0.00], [0.02, 0.02, 0.01], [0.01, -0.04, 0.01], [-0.02, 0.00, -0.02], [0.00, 0.01, 0.04], [0.00, -0.07, -0.01]]}



Record 3
{"formula": "C11H15Cl2GaNdO2", "method": "ωB97M-V/def2-TZVPD", "s_squared": 3.754, "multiplicity": 4, "charge": -1, "energy_ev": -108443.3225, "de_lowest_kcal_mol": 24.5, "molar_mass_da": 464.1, "elements": ["Nd", "Ga", "Cl", "Cl", "O", "O", "C", "C", "C", "C", "C", "C", "C", "C", "C", "C", "C", "H", "H", "H", "H", "H", "H", "H", "H", "H", "H", "H", "H", "H", "H", "H"], "coordinates": [[-0.088, 0.921, 0.095], [0.336, -0.828, -4.237], [-0.140, -1.186, -1.437], [-3.187, 1.755, 8.145], [-1.285, -0.006, 1.865], [-0.524, 2.077, 2.086], [-2.995, 0.384, 5.815], [0.980, 0.556, -5.347], [-2.501, 0.200, 4.519], [-1.217, 2.262, 4.714], [2.003, 0.248, 0.741], [-1.700, 2.454, 6.009], [-1.630, 1.153, 3.982], [-2.593, 1.513, 6.554], [-1.142, 1.057, 2.604], [-1.620, -1.165, -4.204], [1.559, -2.320, -3.767], [2.005, -2.677, -4.707], [2.343, -1.953, -3.092], [1.870, -0.738, 1.225], [-2.790, -0.668, 3.929], [2.586, 0.903, 1.403], [-1.963, -1.203, -5.248], [-3.686, -0.327, 6.273], [1.000, -3.130, -3.285], [2.555, 0.088, -0.201], [-1.826, -2.118, -3.702], [2.038, 0.606, -5.667], [-0.530, 2.964, 4.246], [0.300, 1.246, -5.880], [-1.398, 3.318, 6.597], [-2.121, -0.347, -3.670]], "atomic_forces_ev_per_a": [[-0.10, -0.69, -1.72], [0.37, 0.45, -1.14], [-0.34, 0.34, 1.10], [-0.18, 0.01, 0.38], [-0.34, 1.43, 1.84], [-1.01, -0.78, 1.15], [0.23, 0.35, 0.09], [0.00, 0.13, -0.05], [-0.05, 0.26, 0.52], [-0.38, 0.03, 0.63], [0.78, -0.13, 0.29], [-0.19, -0.42, -0.04], [-0.22, -0.12, 0.27], [0.54, -0.14, -1.32], [1.05, -0.38, -2.61], [-0.23, -0.07, -0.07], [0.10, -0.17, -0.08], [0.05, -0.04, 0.30], [-0.07, -0.25, -0.13], [0.15, 0.25, -0.14], [0.08, 0.25, 0.09], [0.00, -0.14, -0.06], [-0.12, 0.02, 0.29], [0.24, 0.20, -0.21], [0.25, 0.03, -0.03], [-0.01, -0.03, 0.26], [-0.17, 0.19, -0.07], [-0.54, 0.21, 0.24], [-0.20, -0.12, 0.17], [0.46, -0.21, 0.31], [-0.08, -0.21, -0.10], [-0.10, -0.25, -0.15]]}